Record 1
2 unconnected molecules or ions with the total composition C3H6OS at a distorted geometry, computed with ωB97M-V/def2-TZVPD.

Cartesian coordinates (Å):
C 0.3262 1.0485 0.2558
C 0.0145 -0.2847 0.7103
C -0.5223 -1.2389 -0.2805
H 0.7889 1.0590 -1.7014
H -0.4523 1.3727 -0.3865
H 0.3579 1.8221 1.1231
H 0.6719 -0.5103 1.5085
H -0.7490 -1.0773 -1.4287
H -0.2343 -2.3461 -0.3209
O 1.5754 1.0973 -0.5308
S -1.7768 -0.9423 1.0511

- spin multiplicity = 1
- lowest unoccupied orbital energy (eV) = -0.377
- DFT total energy (eV) = -16086.73053
- energy relative to the best compared isomer or geometry (same formula, charge and spin) (kcal/mol) = 98.2
- HOMO-LUMO gap (eV) = 8.64
- total charge = 0

=====

Record 2
2 unconnected molecules or ions with the total composition C3H9N4 at a distorted geometry, computed with ωB97M-V/def2-TZVPD.

Cartesian coordinates (Å):
C 1.7528 0.5738 0.1011
C -2.2937 -0.0758 -0.0370
C -2.8503 1.2221 0.0330
N 2.9740 0.1091 -0.1829
N -1.8913 -1.1474 -0.1208
N 0.6416 -0.0374 0.2325
N 0.5853 -1.4678 0.0614
H 1.6810 1.6441 0.2320
H -2.3753 1.7796 0.8394
H -3.9242 1.1606 0.2191
H -2.6807 1.7444 -0.9110
H 3.7490 0.7437 -0.2696
H -0.5463 -1.5903 -0.0503
H 0.9076 -1.9769 0.8917
H 3.1941 -0.8689 -0.2666
H 1.0764 -1.8129 -0.7723

- spin multiplicity = 1
- lowest unoccupied orbital energy (eV) = -3.060
- DFT total energy (eV) = -9209.79487
- energy relative to the best compared isomer or geometry (same formula, charge and spin) (kcal/mol) = 42.1
- HOMO-LUMO gap (eV) = 11.19
- total charge = +1